No. 1
Entry from OMol25: a molecular structure, C55H73AsBBrN8O3S4Sc (ωB97M-V with the def2-TZVPD basis set).

Values from the calculation:
2S+1: 1
relative energy (zero: lowest compared OMol25 entry of this formula, charge and spin): 54.7 kJ/mol
LUMO level: -1.81 eV
strongest force on any atom: 0.55 eV/Å
total charge: +1
gap between HOMO and LUMO: 7.5842 eV
HOMO: -9.39 eV

Geometry (Å):
1 C -6.18961 -2.31459 2.80060
2 H 1.80786 -4.01021 -4.01243
3 C -1.33855 -0.90288 -4.78824
4 H 2.93030 -5.89170 -1.85370
5 C -0.01224 -3.12644 -5.79028
6 As -0.52468 2.25355 3.13072
7 C 2.42915 -7.53126 -0.56000
8 S 1.82593 -0.10359 -1.97125
9 C 4.60803 -2.86956 -1.22600
10 H -3.85937 4.32648 2.84403
11 H 4.62541 -3.83337 -0.73178
12 C -3.92605 3.68687 -1.67124
13 C -0.29931 -4.82346 1.27844
14 C 1.43950 -5.34633 -0.41806
15 H -3.35165 6.12126 -2.58212
16 C -2.12901 -0.05710 -4.10838
17 C 2.30017 1.52781 -2.47147
18 H -5.80015 -3.32585 2.68424
19 C -0.09291 -3.05476 -4.26678
20 H 6.82622 1.76296 5.12079
21 H -0.04569 5.37642 2.48363
22 Br -1.31486 -2.35915 2.17178
23 B -3.26302 0.10057 -1.89710
24 C 2.28271 3.18412 -4.19103
25 C 1.35208 -2.99539 1.62751
26 H 6.61768 -0.76930 -2.96391
27 C 0.73234 -7.08163 1.08263
28 C -0.90625 -4.24670 -3.76591
29 H -1.64420 -0.29388 4.58376
30 H -3.22831 -0.76241 3.58265
31 S -2.64675 0.62424 1.41390
32 H 1.67204 5.50698 2.82345
33 C 5.75409 -2.37584 -1.83775
34 C -0.69944 5.12505 -0.61031
35 H 6.66717 -2.95478 -1.81653
36 H -5.00482 0.92150 2.66494
37 C 1.98727 1.89463 -3.77061
38 C 2.89865 0.23016 1.78061
39 S -0.49417 1.92552 -1.10875
40 H 3.25616 0.44582 0.76252
41 C 1.62247 -7.95884 0.48671
42 H 0.61305 3.98017 4.50693
43 H 1.91064 -2.25254 -4.13296
44 H 1.31379 -4.34489 -0.81048
45 C 0.64650 -5.75879 0.65114
46 C -2.85291 4.03798 2.53588
47 N -3.67375 -0.78381 -0.69007
48 H -0.38351 3.90038 -3.08914
49 H -2.74686 0.74753 -4.46273
50 H -2.01553 7.03719 -1.90915
51 H 2.65449 1.42769 4.21582
52 C 2.32801 -6.22465 -1.01734
53 C 3.14387 3.70498 -1.99834
54 C 3.69123 1.27646 3.95837
55 C -0.61969 -0.11870 4.91096
56 H 3.12359 -8.21708 -1.02586
57 C -2.63727 6.15578 -1.76026
58 C 3.42213 -0.90491 -1.90461
59 H -1.77808 4.66976 -3.87870
60 H 2.53122 -2.49857 -0.79503
61 C -2.11824 2.43524 -1.36892
62 H 2.19795 -3.68215 1.66562
63 H -1.13133 -0.95518 -5.83767
64 H -0.43661 -5.17049 -4.10499
65 H -2.28575 4.95816 2.39614
66 C -5.10400 -1.25547 2.61528
67 C 2.87171 2.41629 -1.57197
68 H 1.76447 3.11376 3.49513
69 C 4.70428 1.67559 4.81700
70 C 2.85317 4.08473 -3.30386
71 H -6.24783 0.20446 3.69710
72 C 1.32683 -3.07535 -3.72015
73 H -3.17449 6.28129 -0.81916
74 H -4.50310 -1.33370 4.65992
75 H 3.06229 5.09569 -3.62755
76 H 1.11625 4.47248 1.51322
77 H 6.49010 -0.31936 1.09935
78 H 0.80417 1.48127 5.10514
79 C 0.01877 -3.57289 1.61361
80 H -1.91719 -4.20882 -4.17411
81 H 0.15915 4.47405 -0.73293
82 C -1.23058 -1.43217 -2.62271
83 H 1.32376 -3.00429 -2.63898
84 H -6.56856 -2.22549 3.81745
85 H 0.10301 -7.42046 1.89635
86 C 5.30763 0.42418 2.42516
87 C 6.02598 1.45309 4.46301
88 C 0.88566 4.81248 2.52192
89 C -4.54366 -1.82798 -0.91822
90 H -0.35921 6.16170 -0.60507
91 C -1.71853 4.93556 -1.72652
92 H 3.57884 4.41833 -1.31117
93 N -2.55627 3.71855 -1.48078
94 N -0.79075 -1.78862 -3.87190
95 H -0.99614 -3.16154 -6.25730
96 C -1.03709 4.77160 -3.08435
97 C -0.24967 1.34962 4.85743
98 H 0.55624 -2.29627 -6.21136
99 N 1.51809 -1.72471 1.70565
100 H -0.52560 -0.50708 5.92610
101 H 4.53438 0.55015 -3.03146
102 C 3.97483 0.66705 2.74882
103 N -3.16579 1.61577 -1.56824
104 H 1.68708 -8.97962 0.83815
105 H -2.93451 3.53421 1.57048
106 O 1.67631 0.81543 1.99250
107 H 3.53887 -1.82212 1.74674
108 H 3.06647 2.10973 -0.55089
109 N -4.52651 -1.38758 1.23637
110 C -2.21624 3.14450 3.58776
111 H -5.77845 -2.97668 0.48198
112 C -4.29358 2.39275 -1.72288
113 H -5.25786 1.95010 -1.88716
114 O 5.54181 -0.24281 1.24554
115 H -2.01689 3.70602 4.50603
116 N 2.73384 -1.22887 1.90477
117 C 5.72644 -1.15196 -2.48493
118 C -4.04134 -1.47378 3.68233
119 H -2.88894 2.32521 3.85254
120 C 0.81263 3.64306 3.48365
121 N -2.08736 -0.39972 -2.77232
122 H -0.81722 1.93814 5.58519
123 H 7.36473 0.62807 2.99518
124 H -4.51782 4.57430 -1.76933
125 C -3.64872 -0.54187 0.62721
126 H -4.72043 -2.20404 -1.90847
127 C 4.55402 -0.40633 -2.52798
128 Sc 0.05136 0.26340 0.99930
129 H -4.22208 0.03558 -2.62416
130 H -1.31289 -5.17177 1.43630
131 S -0.80493 -2.13584 -1.12490
132 C 3.43683 -2.13585 -1.25930
133 O 1.47596 -0.00816 -0.49643
134 H 0.51031 -4.04552 -6.05215
135 H -3.64367 -2.48697 3.63879
136 H 2.04827 3.49037 -5.20143
137 H 1.49391 1.19293 -4.43181
138 H 0.03637 -0.71193 4.27105
139 C -5.74400 0.12662 2.73360
140 H 4.46685 2.15560 5.75592
141 H -0.43171 5.65466 -3.29320
142 H -1.15359 4.91250 0.35515
143 C 6.33371 0.82044 3.26787
144 H -6.48713 0.26859 1.94737
145 H -0.96275 -4.26383 -2.68061
146 H -7.02940 -2.16965 2.12164
147 C -5.06999 -2.20518 0.26071


No. 2
Entry from OMol25: a molecular structure, C55H79I2N19O7S in a non-equilibrium geometry (ωB97M-V with the def2-TZVPD basis set).

Values from the calculation:
2S+1: 1
LUMO level: -0.64 eV
strongest force on any atom: 3.40 eV/Å
gap between HOMO and LUMO: 7.3879 eV
HOMO: -8.02 eV

Geometry (Å):
1 N -1.04411 5.94906 -7.13870
2 H -0.46880 2.29901 -1.79360
3 N 9.23604 2.05584 -0.06992
4 C 2.74585 -6.67397 4.25372
5 H 4.79876 -5.94697 4.88338
6 N -1.83281 2.88401 -9.40386
7 O 1.34979 -2.82551 0.30625
8 N -2.86758 -5.39195 10.13250
9 N 6.40877 3.64977 5.83976
10 C -0.73339 -5.65089 8.02978
11 C 0.88550 2.01159 4.46615
12 C 0.30938 6.82741 -3.68858
13 H -0.60893 -2.27046 4.25061
14 H 6.07974 1.83011 0.16095
15 C -1.59235 -0.72717 -3.26578
16 C 11.26852 3.21176 -2.30963
17 H -7.19529 4.34272 -7.83590
18 H 1.79290 2.56084 0.11057
19 O -2.72949 -2.11048 4.48229
20 H 6.60194 0.40973 -0.72922
21 C -3.27150 -6.46618 10.12866
22 H 4.53060 -1.13801 5.30983
23 C 2.71755 2.87513 1.90418
24 C -2.25428 -2.71278 1.48747
25 H 6.78270 1.85963 3.84661
26 H 1.82686 4.95547 -6.22802
27 N -5.30779 -9.96599 -4.90078
28 C 6.57118 4.62241 5.25201
29 C -7.74833 4.28450 -8.77375
30 H -1.22524 -0.85741 5.16104
31 N -7.35818 2.25536 -5.77187
32 N -6.18653 4.66128 -10.82857
33 H 1.62253 -2.19454 3.20129
34 C -3.35000 3.94935 -5.39633
35 H -0.25197 -3.08489 2.45136
36 H 7.71268 6.34349 4.78706
37 H 1.33801 3.89407 -7.54442
38 H -7.94120 2.65984 -2.67738
39 H 5.97207 6.57129 4.68221
40 N 3.24751 -3.90918 0.94301
41 H 5.02068 -4.32391 2.89742
42 C -7.43464 2.05817 -4.64361
43 H 1.03697 -5.63212 1.35048
44 H -2.40767 5.67607 -10.79065
45 H -3.55675 -8.34583 11.05887
46 H 0.75725 -7.21326 3.32364
47 H -7.64827 -8.07544 -5.90341
48 C 0.86113 0.26933 2.47167
49 C -4.30426 -6.72328 -2.70957
50 C 4.11682 -4.95883 3.02874
51 C -6.87474 4.49542 -9.92469
52 H 5.07896 2.00564 4.50071
53 C 1.82757 -5.69208 2.12282
54 H 2.36571 0.53984 4.07075
55 H 0.03825 2.33926 1.95957
56 C 5.04889 2.98319 2.13401
57 H -8.14052 0.94110 -2.98574
58 C 3.96969 -5.87981 4.14816
59 H 10.54290 2.51741 -1.88508
60 I -4.19167 -0.35441 1.22123
61 C -3.78418 -7.83270 10.12408
62 H -8.42306 -9.55273 -5.34628
63 H 2.97192 -4.42780 0.10678
64 H -4.04446 3.33981 -7.30249
65 H -8.04802 2.57767 1.97876
66 H -1.56041 -6.32336 7.80463
67 H -2.39274 -1.22525 -3.81392
68 C -1.72158 3.80521 -10.07950
69 C -6.55381 2.73667 0.48831
70 N -2.60344 -2.86588 5.65067
71 C -2.42472 -1.42301 1.92844
72 H -0.96140 -5.16195 8.97384
73 C -1.39971 0.64241 -3.73314
74 N 12.55568 2.15046 -4.31451
75 C 2.23033 -2.88916 1.15216
76 H -1.43201 6.87960 -4.89308
77 C -6.33724 -9.46730 -4.99640
78 H 5.98618 3.40035 1.67016
79 C -7.64318 -8.82686 -5.11339
80 N 1.53846 -6.92979 8.13240
81 H 0.12144 1.15238 0.63685
82 C 3.04316 -4.87595 2.04847
83 I -3.70917 -3.60790 0.15808
84 H -2.73419 4.50541 -7.34125
85 H 11.94690 3.50201 -1.50701
86 N -5.93737 2.29097 -0.37136
87 H 3.10725 0.10922 2.16169
88 C -7.33749 3.30310 1.58118
89 C -1.07031 -3.60366 1.91872
90 C 0.69413 1.55624 1.51957
91 H -0.65762 5.51761 -10.72305
92 H -2.40485 2.83528 -6.92772
93 O 3.98218 3.17618 1.24602
94 H 6.39873 -0.13290 5.17114
95 C -7.51631 1.80764 -3.20783
96 N 1.40676 7.10350 -3.49067
97 H 2.62021 -7.35128 5.12447
98 H 0.72504 3.61787 -5.91813
99 C -1.43385 -1.51616 4.27123
100 H -3.34800 -8.41906 9.31426
101 H -2.14985 1.72380 2.19981
102 H -6.53149 1.61837 -2.78075
103 C 1.24818 0.60458 3.96138
104 H -8.22553 3.30508 -8.80769
105 H 0.11287 4.19615 4.55954
106 O -2.25124 -3.96006 5.39247
107 C 0.98760 4.39331 -6.64022
108 C -1.58179 4.97886 -10.93492
109 C 6.75284 1.48444 -0.62303
110 H -0.72362 -4.87993 7.25905
111 H -0.79766 3.97561 -2.19893
112 C 8.14232 1.80423 -0.31462
113 H -2.36509 -7.08261 -3.47645
114 N -1.25112 1.72258 -4.09406
115 H 6.81833 5.67208 3.42957
116 H -1.74477 6.86300 -3.16466
117 H 3.37855 -2.03211 2.75610
118 C 11.98922 2.61793 -3.43215
119 C 6.77800 5.85866 4.50372
120 H 10.72315 4.10635 -2.61338
121 H -1.22641 5.39630 -3.97927
122 C 2.32493 -1.93275 2.38084
123 C -1.36640 -0.67661 2.91736
124 H 0.86132 -0.11668 4.72636
125 H -3.10433 -8.46545 -2.68024
126 C 1.68444 -6.60247 3.25977
127 H -2.10611 2.80641 -2.17116
128 H -6.69809 3.62094 2.40536
129 H 2.98424 2.36484 2.85459
130 H -8.54109 5.03247 -8.73193
131 C -1.42790 3.39328 -0.25954
132 C 0.53883 -6.36610 8.08760
133 H -2.47775 -7.12915 -1.72160
134 N -1.62033 3.58422 0.85604
135 O 5.32400 1.61019 2.40974
136 H 2.19765 3.85700 2.03324
137 H -7.92527 -8.32800 -4.18563
138 N 1.96651 2.04343 0.97195
139 H -1.48126 -4.37785 2.62898
140 C 5.78601 -0.02092 4.23722
141 O -0.14582 -0.71421 2.23850
142 S -2.13884 0.93667 3.32600
143 C 0.48860 3.16322 4.55113
144 C -3.12312 3.64538 -6.80422
145 O 4.46813 -0.51987 4.57243
146 N -3.52595 4.18471 -4.28531
147 C -0.14834 5.26388 -6.92018
148 H -1.85508 -0.75385 -2.20639
149 C 5.73350 1.45826 3.77771
150 N -5.32922 -6.20864 -2.76290
151 H 6.43132 1.94958 -1.55582
152 C -1.18855 3.10672 -1.66958
153 H -4.86682 -7.85089 9.99529
154 H 6.24882 -0.68184 3.46027
155 C -3.00336 -7.38006 -2.64396
156 C -1.08480 6.47675 -3.94269
157 H 4.81551 3.57123 3.06767
158 H -7.90650 4.17370 1.25326
159 H -0.71179 -4.18913 1.03544
160 H -0.68741 -1.32219 -3.39352
161 H 2.12802 -0.48906 0.75950
162 H -1.56649 4.70268 -11.98970
163 C 2.17961 -0.42709 1.87472


Q: What is the 2S+1 in the first record?
A: 1